Below is 10 unconnected molecules or ions with the total composition C5H31N2O9 at a distorted geometry, with properties calculated with ωB97M-V/def2-TZVPD.

The geometry in XYZ format:
```
47
Properties=species:S:1:pos:R:3:forces:R:3:lowdin_charge:R:1
C 2.413 -1.485 0.191 0.788 -2.283 2.374 -0.096
C 2.392 -2.459 -0.992 2.897 -0.437 0.609 -0.209
C 1.791 -1.705 -2.226 -1.318 -4.411 -0.363 -0.102
C 0.370 -1.474 -1.939 1.646 2.187 1.200 -0.141
C -0.542 -2.436 -1.627 -4.563 -2.666 -1.371 0.052
N -1.919 -2.291 -1.220 6.229 1.299 -0.877 0.267
N 0.051 -0.045 -1.756 -2.083 -2.691 -0.840 0.272
H 2.757 -0.574 -0.265 -0.150 0.902 0.485 0.061
H 3.237 -1.807 1.037 -2.192 0.762 -2.183 0.161
H 1.407 -1.477 0.688 1.110 0.587 -0.415 0.053
H 3.507 -2.687 -1.129 -1.448 0.496 -0.776 0.153
H 2.034 -3.500 -0.851 -0.569 0.879 0.074 0.127
H 1.847 -2.467 -3.028 -0.231 0.020 0.093 0.163
H 2.361 -0.950 -2.635 0.992 2.312 -0.170 0.113
H -0.364 -3.461 -2.097 0.110 1.341 1.105 0.192
H -2.211 -3.156 -0.893 -1.450 -2.089 0.426 0.108
H -2.019 -1.572 -0.526 -1.052 0.956 0.404 0.063
H -0.448 0.096 -2.655 0.506 1.514 -0.123 0.169
H -0.716 0.092 -1.054 1.255 0.613 0.229 0.149
H 0.929 0.470 -1.705 -0.028 1.150 0.312 0.127
H 0.033 -0.621 1.733 0.609 4.029 -1.553 0.156
H -1.162 -0.270 1.382 -0.365 1.970 -1.082 -0.001
O -0.329 0.288 1.214 -0.868 -5.892 1.103 -0.185
H -3.385 -1.428 1.776 -0.572 -1.206 -0.532 0.068
H -2.712 -0.284 2.265 1.378 -1.435 -0.721 0.094
O -2.461 -1.199 1.842 -0.876 2.313 1.474 -0.087
H 1.734 3.053 1.823 0.633 0.468 0.167 0.061
H 0.843 2.532 0.792 1.592 0.313 -0.380 0.070
O 1.805 2.800 0.894 -2.236 -0.730 0.371 -0.058
H -0.486 1.460 3.993 3.719 -3.308 5.278 -0.058
H -0.528 1.556 2.518 -0.602 0.240 1.666 0.018
O -0.930 1.874 3.382 -3.416 3.370 -6.587 -0.011
H 0.139 2.769 -3.330 -0.695 -0.092 0.033 0.076
H -1.353 2.372 -2.953 -0.350 0.803 0.036 0.056
O -0.530 2.064 -3.318 0.831 -0.670 -0.108 -0.032
H 2.733 2.852 -2.036 0.248 2.237 -1.135 0.028
H 2.797 2.167 -0.737 0.306 0.623 2.852 -0.027
O 2.691 2.023 -1.638 -0.868 -3.195 -1.753 0.007
H -4.435 0.424 -0.509 0.754 0.649 0.948 0.086
H -3.099 0.863 0.368 0.485 2.227 4.324 -0.105
O -3.481 0.531 -0.363 -1.201 -3.293 -6.533 -0.027
H -3.908 1.370 2.326 -8.542 -1.560 4.803 -0.024
H -2.795 2.237 2.384 0.376 -0.662 -0.371 0.115
O -3.207 1.499 1.879 8.060 2.621 -3.248 0.030
H 1.666 0.433 3.775 0.468 0.150 -0.258 0.089
H 2.074 1.005 2.369 0.581 0.223 -0.027 0.036
O 1.408 0.521 2.848 0.100 -0.633 1.044 -0.057
```
Positions in Å, forces in eV/Å.

Computed properties:
Net charge   +2
Energy above the lowest of the compared OMol25 structures with the same formula, charge and spin   450.9 kJ/mol
Multiplicity   2
LUMO energy (spin up / spin down)   -7.19 / -10.93 eV
F_max   9.92 eV/A